Entry 1:
This record from the OMol25 dataset describes a structure of composition C20H19Cl3CuNOSSeSi. The level of theory is ωB97M-V/def2-TZVPD.

Values from the calculation:
Relative energy (zero: lowest compared OMol25 entry of this formula, charge and spin) = 6.6 kcal per mole
Maximum force = 0.5 eV/A
Total energy = -7013.854869 Ha
Expectation value of S² = 0.76
HOMO level (spin up / spin down) = -4.76 / -4.72 eV
Total charge = -1
Gap between HOMO and LUMO (spin up / spin down) = 7.453 / 6.235 eV
Multiplicity = 2
LUMO level (spin up / spin down) = 0.099 / 0.056 Ha

Atoms and positions in Å:
Se -0.4814 2.0910 0.8469
Cu 0.6508 -0.0125 0.3396
Cl 5.3862 0.6092 0.2635
Cl 0.9336 -0.1412 3.2337
Cl 5.7459 0.2352 5.6276
S -1.0565 -1.4168 -0.2581
Si -3.3560 -2.0159 -2.8444
O 2.5293 0.2386 0.7089
N 0.0352 0.2532 -1.9120
C -3.1823 2.8395 -2.2648
C 3.4070 0.0675 4.2627
C -2.8027 -3.7409 -3.3389
C -4.5760 -1.3808 -4.1300
C -3.1132 1.2450 0.0019
C -1.5572 -0.2419 -4.0861
C 3.1980 0.2346 1.8087
C 0.2914 0.8386 -3.0741
C -2.0697 2.8539 -1.4339
C 5.3842 0.4018 2.9426
C -4.2655 2.0256 -1.9652
C -0.4655 0.6095 -4.2077
C 4.6062 0.4002 1.8029
C -4.2781 -2.1128 -1.2230
C -2.0182 2.0572 -0.2916
C -4.2257 1.2307 -0.8259
C -1.8595 -0.8766 -2.8853
C 4.7752 0.2354 4.1738
C -0.9782 -0.6233 -1.8125
C 2.6512 0.0669 3.1054
H -3.1963 3.4594 -3.1537
H 1.1204 1.5391 -3.0753
H -0.2292 1.1013 -5.1416
H -3.7013 -2.6258 -0.4563
H -5.4725 -2.0061 -4.1342
H 2.9255 -0.0636 5.2212
H -3.0740 0.6098 0.8770
H -4.1687 -1.3840 -5.1430
H -4.8761 -0.3580 -3.8897
H -5.0660 0.5907 -0.5817
H -3.6504 -4.4295 -3.3848
H -2.3160 -3.7329 -4.3170
H -1.2204 3.4801 -1.6746
H 6.4541 0.5324 2.8660
H -5.2136 -2.6566 -1.3897
H -2.0862 -4.1307 -2.6126
H -4.5163 -1.1163 -0.8476
H -5.1342 2.0093 -2.6128
H -2.1901 -0.4031 -4.9528

Electronic structure analysis, Löwdin charges in units of e: 0.681, 0.044, 0.672, 0.702, 0.609, 0.649, 0.505, -0.207, -0.015, -0.103, -0.153, -0.179, -0.181, -0.160, -0.097, -0.474, -0.140, -0.149, -0.157, -0.112, -0.080, -0.584, -0.188, -0.662, -0.121, -0.246, -0.691, -0.723, -0.561, 0.095, 0.115, 0.091, 0.006, 0.028, 0.099, 0.089, 0.020, 0.021, 0.088, 0.024, 0.027, 0.091, 0.097, 0.032, 0.029, -0.012, 0.092, 0.088

Entry 2:
This record from the OMol25 dataset describes a structure of composition C12H11N2O2S5SbV. The level of theory is ωB97M-V/def2-TZVPD.

Values from the calculation:
Relative energy (zero: lowest compared OMol25 entry of this formula, charge and spin) = 10.0 kcal per mole
Maximum force = 0.3 eV/A
Total energy = -3899.112977 Ha
Expectation value of S² = 0.79
HOMO level (spin up / spin down) = -8.89 / -8.88 eV
Gap between HOMO and LUMO (spin up / spin down) = 6.998 / 7.747 eV
Multiplicity = 2
LUMO level (spin up / spin down) = -0.070 / -0.042 Ha

Atoms and positions in Å:
Sb -1.8094 -0.4846 5.9947
V -1.1643 0.1292 3.2087
S 0.1710 0.6214 4.7731
S -0.6264 2.0467 0.5959
S -3.1533 0.2688 3.9463
S -2.3278 0.7531 7.7354
S -1.5138 -2.6639 5.7165
O 0.3473 2.8645 1.2533
O -1.9898 2.4748 0.5232
N -0.5215 -1.4775 2.0917
N -0.6521 0.5830 1.3807
C -0.1941 -0.6816 1.0475
C -0.9494 1.1818 -1.9587
C 1.3425 0.7521 -4.9551
C 0.4939 -1.2095 -0.0475
C -0.0588 1.6877 -1.0264
C 0.4474 -3.3603 1.0749
C 1.2695 1.9252 -1.3514
C 0.8446 1.0771 -3.5760
C -0.2100 -2.7724 2.1304
C 0.7943 -2.5593 -0.0102
C 1.7130 1.6147 -2.6244
C -0.4885 0.8714 -3.2278
H 1.3190 -2.9993 -0.8488
H -1.1761 0.4737 -3.9635
H -1.9874 1.0376 -1.6895
H 0.5539 0.3243 -5.5713
H -0.5073 -3.3021 3.0264
H 0.7830 -0.6014 -0.8850
H 1.7121 1.6501 -5.4521
H 0.6885 -4.4119 1.1021
H 1.9348 2.3482 -0.6104
H 2.1682 0.0405 -4.9135
H 2.7473 1.7981 -2.8891

Electronic structure analysis, Löwdin charges in units of e: 0.002, 0.103, 0.190, 0.620, 0.174, -0.090, -0.095, -0.282, -0.279, -0.007, -0.205, -0.340, -0.050, -0.043, 0.023, -0.321, -0.048, -0.051, -0.261, -0.088, -0.033, -0.027, -0.024, 0.118, 0.117, 0.124, 0.077, 0.080, 0.092, 0.088, 0.110, 0.120, 0.085, 0.121

Entry 3:
This record from the OMol25 dataset describes a cluster of 19 separate species, C76H209N19O19 in total. The level of theory is ωB97M-V/def2-TZVPD.

Values from the calculation:
Relative energy (zero: lowest compared OMol25 entry of this formula, charge and spin) = 24.6 kcal per mole
Maximum force = 3.6 eV/A
Total energy = -5490.530183 Ha
HOMO level = -8.52 eV
Gap between HOMO and LUMO = 9.026 eV
LUMO level = 0.019 Ha

Atoms and positions in Å:
O 5.7921 -0.6160 0.6292
O 0.7489 1.7819 0.8900
O -2.4867 2.5856 6.7522
O -3.3003 5.2545 -3.0912
O -3.7448 -5.4186 0.4040
O 1.8589 -1.9152 3.8966
O -3.5079 0.4802 2.6877
O 3.0835 2.0137 -2.4165
O 5.5903 2.4416 4.8314
O -2.2666 1.6503 -3.3615
O -9.0801 0.2457 0.7468
O 5.3142 1.3391 -4.6546
O -3.4801 -1.6876 5.6400
O 6.4810 4.2154 -0.9404
O 4.5894 -6.4019 -2.3411
O 0.3900 6.7732 0.5191
O 1.0364 -8.1824 -1.7123
O 2.0532 -1.3172 -6.1201
O -5.4118 -4.5951 -4.4444
N 0.8223 3.4883 5.2962
N 5.8393 -7.6392 -4.6381
N -4.2482 -0.2868 -2.8282
N -0.6986 -1.3357 -0.3677
N -7.9578 0.5439 -2.5910
N -0.1348 4.9237 2.6417
N -0.9710 -4.2155 4.2696
N 7.7195 3.6718 7.3676
N -0.4845 -1.5387 -3.3392
N -0.7393 4.3065 -0.7529
N 2.0152 4.6397 -3.2211
N -6.2956 -4.0129 5.4594
N 7.1835 4.1121 1.8683
N 2.5808 2.0145 -5.4973
N -2.5280 -2.2966 1.8463
N -3.7089 -6.9891 -6.6878
N -0.2676 -5.0179 -3.2268
N -5.8782 3.3585 2.8438
N 4.2113 -3.3300 2.4638
C 0.8169 -1.6039 -5.5013
C 0.0236 -7.2951 -2.2603
C -4.5704 1.0380 -3.4010
C -3.4076 1.5641 -4.2160
C 0.5397 -2.3639 4.1693
C 4.8589 1.0508 -5.9459
C 6.3604 6.4205 2.1779
C -4.5843 -5.9038 -6.2984
C 3.0900 3.1204 -1.5049
C 0.6117 0.3780 0.7173
C -8.5292 0.5409 2.0142
C 0.8205 -5.2462 -1.0437
C -2.7860 -4.5216 0.9697
C 6.6562 5.4421 -0.1494
C 4.4510 -7.1100 -4.6161
C 7.9322 1.5628 6.2312
C 4.2804 2.5343 4.3979
C -4.8896 2.3550 3.3163
C -3.6864 3.1964 7.1472
C -6.0328 -6.2761 -6.8115
C 6.0115 3.1020 5.9821
C 4.6032 -5.3796 -1.3564
C -3.4079 5.9796 -4.3057
C -0.1570 2.5921 5.9214
C 4.5000 -5.8990 -3.6535
C -2.0676 4.4123 -1.2966
C -8.2091 0.5216 -0.2507
C 2.3848 -0.9870 4.8218
C 4.4096 3.4355 -6.4692
C -2.2657 0.9715 3.1938
C -3.5606 -3.2579 1.3559
C 1.8345 -2.3133 -3.3368
C 7.4393 3.0147 6.1068
C 3.1721 0.6841 -1.8915
C -4.8104 -3.2966 -4.5433
C -4.5100 -5.6665 -4.8039
C 3.4374 -8.1422 -4.1891
C 6.8262 4.4249 -2.2397
C 0.6010 6.1657 2.7919
C -8.5157 -1.5338 -1.4979
C 4.6386 -2.5806 1.2828
C 3.7671 2.0846 -6.3204
C -4.3545 -2.5587 0.2080
C 3.3886 -2.3632 0.4414
C 0.0855 7.2047 1.8324
C 5.2270 -1.2451 1.7037
C -0.5123 0.1002 -0.2744
C -4.4518 1.4293 2.2239
C 6.0517 0.3884 -3.9658
C -3.2834 -6.4915 -0.3549
C -1.4411 3.4040 6.3493
C 0.0671 7.7103 -0.4954
C 2.0925 5.8363 2.5797
C 0.5499 1.8973 7.1182
C 1.8293 2.1665 1.6686
C -2.9128 -0.7538 6.5197
C -4.5463 -2.4510 6.1373
C 6.2166 5.1294 1.3180
C 0.4101 -9.3340 -1.2627
C -1.8267 0.8472 0.0062
C 0.5464 -4.0642 2.3205
C 6.3496 0.6131 0.9721
C -3.0362 4.7558 -0.1395
C -5.8139 -2.0534 4.0811
C 3.2099 5.5982 -1.4100
C 3.1902 4.3876 -2.3682
C 2.0427 -1.5380 -7.4617
C 0.5522 -5.8629 -2.3905
C -1.0899 2.2502 -3.8670
C -5.2581 -3.1215 4.9443
C -5.4455 1.6210 4.5470
C 0.3491 -3.8289 3.8096
C 0.8281 -1.3349 -3.9726
C -8.7220 -0.0500 -1.5148
C -5.1265 1.9473 -2.3598
C -2.0720 5.4242 -2.3975
H -5.6044 -2.6584 -4.8917
H -3.4412 3.7356 8.0790
H -9.8126 0.0231 -1.5175
H -5.1716 -3.1162 -0.2394
H -0.3538 3.3884 -0.5867
H -8.0481 1.6028 -0.3797
H -0.9884 7.9917 -0.5350
H -4.1852 -3.2226 6.8185
H -1.3112 3.1969 -4.3516
H 2.0348 4.1022 -4.0753
H 6.0236 6.1924 -0.5721
H -3.9997 1.9465 1.3266
H 0.2573 4.3038 1.9197
H -5.3475 0.7593 -4.1300
H -1.2494 -4.9835 -2.9427
H 5.9718 -8.3667 -5.2870
H 3.5469 2.2734 5.1774
H 7.2970 6.9432 2.0981
H 0.0456 -0.9758 -5.9582
H -3.6264 -2.3269 -0.5746
H 7.1806 3.4215 1.1301
H -0.5960 1.6493 -4.6218
H -2.7477 -7.2393 0.2247
H -2.0444 -1.8046 1.0896
H -6.3078 -7.2601 -6.4094
H -5.2812 -1.8137 6.6404
H -6.2126 -2.5210 3.1504
H -3.4988 -0.2895 -2.1864
H 5.4253 -5.3337 -3.9284
H 2.9075 -3.3022 0.1786
H -4.2385 -3.5203 2.2019
H -1.6853 1.7634 0.6118
H -8.4149 1.5878 2.2252
H 0.2384 -5.1072 2.0860
H 7.1053 0.5945 1.7739
H -8.1349 0.0346 -3.4449
H 2.9571 -1.0757 -7.8271
H -1.2024 -0.9932 -3.7909
H 2.3403 5.0092 3.2557
H 4.0856 4.3322 -2.9473
H 1.1459 -10.0785 -0.9787
H 5.1513 4.9026 1.2557
H -6.7133 -5.4996 -6.4137
H 2.5966 -1.7720 0.8516
H 7.4435 1.2377 7.1624
H 2.2095 5.7123 -0.9569
H 5.6610 4.1406 5.9629
H 3.3411 -2.8979 2.8962
H 7.9308 3.5207 5.2191
H 1.3591 -4.2963 -1.2299
H -9.1655 -1.9986 -2.2347
H -1.1707 4.0526 7.1566
H -5.9549 1.4754 -1.8190
H -5.4415 2.8942 -2.7967
H -2.3881 1.3626 4.1783
H -5.1048 -1.3577 3.7042
H -4.1637 -6.9240 -0.8169
H 9.0344 1.5080 6.2745
H 7.0786 0.3799 -4.3378
H -0.1522 0.5060 -1.2654
H 3.9466 2.9856 -0.8562
H 0.4212 7.2813 -1.4658
H 6.9017 1.0053 0.0796
H 0.4167 -2.3246 5.2506
H 1.1349 -4.3372 4.3980
H -4.1099 3.9302 6.4596
H -4.3730 2.0958 -1.5643
H 1.5930 0.0177 0.2831
H -1.0911 -4.0615 5.2811
H 3.6644 -4.7808 -1.3316
H 5.4462 -3.1065 0.7599
H -0.4028 1.8186 5.1975
H -5.3004 0.8715 1.8156
H 1.7606 -3.2916 -3.8144
H 5.6316 -0.5880 -3.8767
H -4.2114 -5.0156 -6.8136
H -0.5918 4.8557 0.0750
H 6.6992 3.5147 -2.8290
H -8.0476 1.5461 -2.7671
H -0.8918 -7.4028 -1.6465
H 0.4626 8.7006 -0.3442
H -0.1108 -4.9453 -0.5554
H -5.8041 2.2862 5.2874
H 5.9711 -1.3822 2.4956
H -0.3938 2.3495 -3.0215
H 3.7468 4.0736 -7.0368
H -2.2908 -4.9154 1.8359
H 7.8694 4.7910 -2.3913
H 3.4763 6.4566 -2.0477
H -4.0699 4.7541 -0.5048
H -2.5212 -1.1638 7.4221
H -3.2049 7.0504 -4.1697
H 4.9771 -3.5986 3.0277
H 2.1606 3.1831 -0.8838
H 3.9240 5.5514 -0.5917
H -4.0281 2.9298 3.7347
H -1.1491 5.0657 2.4595
H 1.1913 4.2022 5.8731
H -2.2353 1.0593 -0.9909
H 1.6148 -4.0757 2.0360
H -2.3926 3.4380 -1.7555
H -2.0912 -0.2757 5.9804
H 1.9956 -2.6147 -7.7506
H 0.5659 -2.6684 -5.5588
H -3.6546 2.5683 -4.5470
H 1.5164 -5.9684 -2.9050
H 2.7937 1.8027 1.2744
H -3.9377 -7.2241 -7.6649
H 2.4572 -7.7357 -3.9059
H 4.1487 1.7965 3.6288
H 8.6275 3.5568 7.7600
H 6.7863 3.7321 2.7558
H 3.4392 -8.8862 -4.9965
H 1.6746 -0.1366 4.9584
H -7.5487 0.0287 2.1054
H 4.2959 -6.6804 -5.6151
H 0.3913 6.5548 3.7965
H -4.3143 -3.0010 -3.6321
H 2.2539 0.2178 -1.5100
H 6.1593 5.2003 -2.6104
H -0.2939 -5.4530 -4.1510
H -0.6537 -2.5063 -3.3202
H -3.2989 0.8771 -5.0669
H -3.0367 -1.5883 2.3412
H -4.1366 -3.2275 -5.4079
H 2.8402 1.9585 -4.4869
H -5.0068 -0.7035 -2.3253
H 3.8198 -8.5976 -3.2809
H -3.6161 0.0512 6.8404
H 1.3970 -5.9613 -0.4719
H 3.9414 0.6027 -1.0710
H 4.5834 3.8919 -5.4272
H 0.5999 8.1575 2.0417
H -6.1850 0.8733 4.3430
H 3.5655 0.0881 -2.7106
H -4.4279 5.8806 -4.6120
H -2.7692 5.5647 -5.0708
H -6.6465 -1.6207 4.6530
H 3.2926 -0.5902 4.4519
H 1.2233 4.2371 -2.7112
H -3.4566 -5.4615 -4.4879
H -5.5385 3.9146 2.0977
H 4.0216 3.5447 4.0373
H -2.7297 5.7080 0.3190
H 5.4155 -4.6323 -1.5520
H 3.7575 -1.8488 -0.4398
H -1.0141 -1.5439 -1.3248
H 4.5371 0.0060 -5.9917
H -3.9103 -7.8323 -6.1054
H 3.4761 1.8150 -7.3316
H 1.1288 -0.3075 -3.8639
H 4.5087 -0.6195 2.1537
H 7.6375 0.8866 5.4046
H -0.2315 -9.1759 -0.3759
H 0.1319 -1.8901 -0.2590
H -1.7008 4.0895 5.5499
H -0.0621 -9.8344 -2.0697
H 2.5534 -1.4209 5.8114
H -1.4911 0.1518 3.2160
H -1.9322 6.4917 -2.1755
H 1.0361 2.5985 7.7536
H -0.2544 -7.6778 -3.2816
H -4.7999 -6.5897 -4.2631
H -8.7650 -1.9345 -0.5743
H -1.9686 -4.2142 0.2704
H 1.7361 1.8181 2.6915
H 2.8833 -1.9639 -3.3679
H -1.2950 5.1796 -3.1775
H -0.1622 1.3242 7.7550
H -7.1819 -3.8697 4.9616
H -4.7339 -1.5920 0.6491
H 0.5056 3.8780 4.4534
H 2.7136 6.6788 2.9382
H 7.6949 5.8130 -0.1636
H 0.2953 -0.1455 1.6589
H -0.0700 -3.3966 1.7204
H -2.9136 3.9721 0.5952
H 6.1132 0.6679 -2.9306
H 5.3655 3.4005 -7.0077
H 1.1682 -1.0686 -7.9168
H 4.7894 -5.8525 -0.3767
H 3.6455 -5.2137 -3.7801
H 2.0993 1.1154 -5.7094
H -4.4139 2.4428 7.4451
H 5.5248 7.0235 1.8806
H 2.2187 5.6009 1.5359
H -0.9904 7.3440 1.9446
H 6.0574 -8.0519 -3.7464
H 5.6659 2.5736 6.8538
H -4.5084 -3.5303 4.2528
H -6.7602 2.8910 2.5892
H 6.1514 6.1827 3.2492
H -1.6212 -3.6373 3.7644
H -2.0213 1.8454 2.5861
H 7.5108 4.6457 7.3459
H -2.5853 0.2638 0.6280
H 5.5872 1.1009 -6.7791
H 1.2686 1.1967 6.7428
H -6.1817 -6.3470 -7.8556
H 1.9180 3.2513 1.5794
H -0.3024 -1.7603 3.7775
H -2.5005 -6.2236 -1.0605
H -7.2062 0.0658 -0.0852
H -9.1854 0.1493 2.7873
H -4.6658 1.0282 5.0112
H 5.5339 1.2791 1.1854
H -7.4588 -1.6657 -1.6711
H 1.5944 -2.4023 -2.2799
H -6.0720 -4.9878 5.5094

Atom charges from the Löwdin analysis, given in e for atoms 1 to 99: -0.176, -0.207, -0.205, -0.215, -0.173, -0.219, -0.250, -0.208, -0.188, -0.224, -0.146, -0.179, -0.197, -0.206, -0.197, -0.232, -0.185, -0.199, -0.202, 0.063, 0.038, 0.077, 0.054, 0.051, 0.044, 0.052, 0.040, 0.077, 0.086, 0.068, 0.057, 0.061, 0.066, 0.065, 0.001, 0.059, 0.060, 0.051, -0.200, -0.177, -0.422, -0.173, -0.211, -0.206, -0.063, -0.449, -0.165, -0.179, -0.083, -0.045, -0.184, -0.161, -0.412, -0.045, -0.115, -0.404, -0.112, -0.048, -0.263, -0.100, -0.102, -0.370, -0.224, -0.416, -0.296, -0.090, -0.066, -0.075, -0.371, -0.051, -0.479, -0.079, -0.097, -0.201, -0.058, -0.155, -0.422, -0.045, -0.394, -0.453, -0.040, -0.054, -0.209, -0.255, -0.404, -0.198, -0.117, -0.116, -0.206, -0.104, -0.039, -0.046, -0.118, -0.107, -0.200, -0.397, -0.140, -0.034, -0.061

Question: Look up the relative energy (zero: lowest compared OMol25 entry of this formula, charge and spin) of the second one.
Answer: 10.0 kcal per mole

Question: What is the formula in the first record?
Answer: C20H19Cl3CuNOSSeSi

Question: Among the records above, which one has the highest total energy?
Answer: C12H11N2O2S5SbV

Question: Which of these has the highest relative energy (zero: lowest compared OMol25 entry of this formula, charge and spin)?
Answer: C76H209N19O19